Molecular formula: C18H38BrN2O8PS2
Method: DFT, ωB97M-V/def2-TZVPD

As for the SMILES: C=C[C@]1(C)[C@](N)(S)[C@@H](P(O)Br)[C@H](N=C(C)C)OS1(=O)=O.COCCOC.COCCOC. For the HOMO energy, the calculation gives -0.2885 Eh. As for the net charge: 0.

The geometry in XYZ format:
```
70
Properties=species:S:1:pos:R:3:forces:R:3:mulliken_charge:R:1
C -3.5322 1.7283 -0.1713 0.303 -0.369 1.381 -0.602
C -3.7011 0.8769 1.0334 0.563 0.742 -1.988 -0.228
C -2.5597 -0.2040 1.6072 -2.345 -0.372 0.754 0.648
C -3.3835 -1.0455 2.7965 -0.390 0.805 -0.061 -1.334
C -1.2184 0.5870 2.2248 -0.643 0.019 -0.205 0.314
N -0.5042 -0.2441 3.2684 -0.108 0.783 0.354 -0.622
S -1.9909 2.0407 3.2009 0.755 1.033 -1.213 -0.146
C -0.2973 1.1212 0.9881 -1.632 0.060 1.128 0.268
P 1.4526 1.7409 1.4390 1.628 -1.406 -0.875 -0.029
O 2.3811 0.3180 1.9617 -1.793 2.470 1.445 -0.529
Br 1.4731 3.1489 3.2185 -0.279 -0.813 -0.247 -0.188
C -0.1150 0.0835 -0.2692 0.902 1.556 -0.582 -0.578
N -0.8517 0.5230 -1.5468 5.050 1.218 -1.419 -0.122
C -0.0795 1.3750 -2.2942 -1.552 -1.790 0.475 0.310
C 0.3618 2.8974 -1.8590 -0.892 -0.364 -0.304 -0.674
C 0.3968 0.8212 -3.7978 -1.447 1.750 0.276 -0.965
O -0.4402 -1.3212 0.0191 -2.023 1.992 0.262 -0.457
S -2.0990 -1.5228 0.3314 -3.331 -6.356 -1.241 1.418
O -2.2486 -2.9350 1.0157 1.551 5.416 -1.909 -0.705
O -3.0166 -1.5516 -0.9118 3.533 1.516 3.928 -0.600
H -3.2561 2.8729 0.0275 -2.427 -2.038 -0.506 0.185
H -3.5803 1.3932 -1.2900 1.682 0.087 2.396 0.212
H -4.7563 0.9599 1.5856 3.219 0.576 -0.034 0.219
H -3.8871 -0.2027 3.4752 1.308 -1.790 -1.320 0.402
H -2.6731 -1.7383 3.4192 -1.567 1.292 -1.432 0.322
H -4.2973 -1.6278 2.3106 2.279 1.073 0.964 0.376
H -1.0776 -0.3356 4.1615 0.618 0.222 -1.840 0.365
H 0.3755 0.2354 3.6280 -1.634 -0.532 -1.040 0.241
H -1.5294 3.1799 2.4854 -0.553 -1.541 0.720 0.125
H -0.8637 2.0739 0.5415 1.312 -2.105 1.014 0.031
H 2.4462 0.3709 2.9639 0.003 -0.368 -1.697 0.364
H 1.0376 0.0858 -0.5825 -2.500 -0.503 1.094 0.556
H 1.3493 2.9310 -1.2320 -1.796 0.014 -1.298 -0.011
H 0.4115 3.5288 -2.8539 0.251 -1.288 2.053 0.445
H -0.5448 3.3572 -1.2373 2.093 -1.091 -1.202 0.175
H 0.8026 -0.2755 -3.7755 -0.840 2.278 0.238 0.268
H 1.1533 1.6165 -4.2072 -1.249 -1.763 0.671 0.334
H -0.5652 0.8827 -4.4854 1.992 -0.325 1.292 0.276
C 6.2682 6.6146 0.9681 0.281 0.061 -0.119 -0.691
O 7.0152 5.4085 0.8460 -0.429 -0.037 0.346 -0.376
C 6.7772 4.5081 1.9320 0.063 -0.230 -0.591 -0.538
C 5.7697 3.4210 1.5461 -0.198 0.325 0.376 -0.509
O 4.4752 3.9713 1.2900 0.352 0.013 -0.342 -0.262
C 4.2259 4.1506 -0.1002 -0.001 0.201 0.160 -0.873
H 6.2486 7.1053 -0.0094 0.101 -0.119 0.122 0.248
H 5.2394 6.4354 1.2849 0.004 -0.073 0.031 0.276
H 6.7619 7.2807 1.6859 -0.127 0.023 -0.019 0.327
H 6.4469 5.0524 2.8237 -0.089 -0.045 -0.089 0.322
H 7.7327 4.0300 2.1669 -0.020 -0.008 0.008 0.378
H 5.6599 2.7293 2.3887 0.029 0.035 -0.034 0.346
H 6.1199 2.8401 0.6840 0.036 0.160 0.051 0.360
H 3.9411 3.1996 -0.5482 -0.011 -0.182 -0.165 0.301
H 5.0975 4.5574 -0.6289 -0.127 -0.074 0.144 0.451
H 3.3928 4.8511 -0.2120 0.080 -0.097 0.120 0.245
C -2.6642 -4.6390 -2.1209 0.341 0.305 0.009 -0.569
O -1.9171 -5.8451 -2.2430 -0.356 -0.322 0.306 -0.426
C -2.1552 -6.7455 -1.1570 0.054 -0.118 -0.618 -0.384
C -3.1626 -7.8326 -1.5429 -0.197 0.372 0.382 -0.493
O -4.4571 -7.2823 -1.7991 0.371 -0.025 -0.346 -0.389
C -4.7064 -7.1030 -3.1893 -0.006 0.215 0.168 -0.743
H -2.6837 -4.1482 -3.0985 0.090 -0.117 0.098 0.328
H -3.6929 -4.8182 -1.8042 0.017 -0.047 0.048 0.325
H -2.1704 -3.9729 -1.4031 -0.247 -0.095 -0.103 0.091
H -2.4854 -6.2012 -0.2653 -0.077 -0.030 -0.100 0.215
H -1.1996 -7.2236 -0.9221 -0.004 -0.026 0.019 0.405
H -3.2724 -8.5242 -0.7003 0.026 0.033 -0.024 0.374
H -2.8124 -8.4134 -2.4050 0.034 0.155 0.028 0.303
H -4.9912 -8.0540 -3.6373 -0.013 -0.163 -0.171 0.329
H -3.8348 -6.6962 -3.7180 -0.125 -0.068 0.156 0.319
H -5.5395 -6.4025 -3.3010 0.107 -0.114 0.118 0.248
```
Forces are in eV/Å.

Molecular formula: C18H38CrNO2PS2Si3
Method: DFT, ωB97M-V/def2-TZVPD

As for the relative energy (zero: lowest compared OMol25 entry of this formula, charge and spin): 0.0 kcal per mole. For the HOMO energy (alpha / beta), the calculation gives -0.1280 / -0.1093 Eh. The spin multiplicity is 2. As for the net charge: -1. Its expectation value of S² is 0.799.

The geometry in XYZ format:
```
66
Properties=species:S:1:pos:R:3:forces:R:3:mulliken_charge:R:1
Cr 0.7032 -0.3498 0.1595 0.022 -0.101 -0.548 -0.532
C 5.4220 -1.1978 3.3325 0.004 0.005 -0.009 -1.153
C 3.9170 -1.3507 3.2561 -0.062 0.021 -0.010 -0.033
O 3.5235 -1.5265 1.8965 0.109 -0.032 -0.063 -0.396
P 2.6740 -0.3938 1.1144 -0.418 0.270 0.491 1.297
S 2.7509 -1.1106 -0.7834 0.243 -0.204 -0.329 -0.692
S 1.0003 -0.1023 2.4486 0.162 0.041 0.169 -0.654
O 3.6670 0.8731 1.3468 0.114 -0.052 -0.123 -0.341
C 3.1793 2.1955 1.5545 -0.050 -0.011 0.077 0.116
C 3.5551 2.6572 2.9461 -0.008 0.016 0.003 -1.391
H 5.7432 -1.1163 4.3739 -0.002 0.002 0.005 0.368
H 5.7322 -0.3010 2.7960 0.002 -0.004 -0.001 0.237
H 5.9177 -2.0584 2.8814 0.002 -0.001 0.002 0.297
H 3.4048 -0.4880 3.6853 0.020 -0.010 0.022 0.117
H 3.5800 -2.2367 3.7987 0.005 0.009 0.016 0.374
H 2.0945 2.2170 1.4313 0.012 0.000 0.002 0.020
H 3.6335 2.8318 0.7905 -0.004 0.010 0.012 0.275
H 3.0701 2.0190 3.6854 -0.006 0.003 -0.002 0.236
H 3.2237 3.6860 3.1056 0.006 0.000 -0.002 0.432
H 4.6361 2.6125 3.0906 0.001 -0.007 -0.001 0.318
C -0.5774 0.3351 -3.5078 0.011 -0.029 0.019 -1.171
Si -1.2182 -1.1106 -2.4592 -0.001 -0.010 -0.062 0.422
C -0.0471 -2.5267 -2.8953 -0.021 0.030 0.011 -0.976
C -2.8709 -1.5791 -3.2757 0.011 0.029 0.003 -1.161
C -1.3860 -0.7529 -0.6535 -0.050 0.082 0.114 1.609
Si -2.2991 -2.0723 0.2578 0.016 -0.056 0.030 0.008
C -1.9768 -2.1534 2.1132 -0.039 0.002 -0.035 -1.083
C -1.8917 -3.8164 -0.3495 -0.001 0.008 0.018 -1.164
C -4.1870 -1.9112 0.1072 0.009 0.019 -0.001 -1.032
Si -1.9889 0.9304 -0.3156 -0.164 0.036 -0.042 -0.866
C -3.4332 1.5817 -1.3613 0.000 -0.005 0.029 -1.184
C -2.4847 1.3240 1.4597 0.004 -0.045 -0.019 -1.044
C -0.5353 2.1033 -0.7206 0.138 -0.141 -0.112 0.236
C -0.6537 3.4699 -0.9662 -0.024 0.059 -0.039 -0.564
C 0.4386 4.1975 -1.3996 -0.022 0.018 -0.001 -0.546
C 1.6457 3.5381 -1.5855 0.036 -0.022 -0.037 -0.919
C 1.7206 2.1938 -1.2824 -0.043 -0.138 -0.065 -1.040
N 0.6671 1.4922 -0.8456 -0.101 0.180 0.434 1.422
H -0.7481 0.0794 -4.5584 0.015 0.008 -0.004 0.489
H 0.4981 0.4641 -3.3670 -0.004 0.000 0.014 0.177
H -1.0580 1.2969 -3.3174 -0.015 -0.013 0.012 0.256
H 0.2230 -2.4545 -3.9537 -0.012 0.002 -0.005 0.336
H -0.4981 -3.5067 -2.7344 0.000 0.004 0.017 0.312
H 0.8739 -2.4750 -2.3110 0.001 -0.005 -0.011 0.136
H -2.7286 -1.7015 -4.3543 0.002 -0.008 0.003 0.396
H -3.6314 -0.8094 -3.1208 0.005 0.004 -0.004 0.280
H -3.2690 -2.5193 -2.8862 0.016 0.009 0.012 0.291
H -0.9471 -2.4381 2.3324 0.015 -0.001 -0.014 0.264
H -2.6450 -2.9066 2.5452 0.006 0.008 0.010 0.382
H -2.1557 -1.2059 2.6229 -0.001 0.009 -0.007 0.322
H -0.8127 -3.9881 -0.3489 -0.001 0.001 0.001 0.277
H -2.2661 -4.0255 -1.3537 0.005 0.017 0.005 0.285
H -2.3472 -4.5398 0.3335 -0.004 -0.001 -0.002 0.366
H -4.5372 -0.9679 0.5372 -0.003 -0.005 0.000 0.248
H -4.6874 -2.7220 0.6456 0.006 -0.005 -0.001 0.384
H -4.5161 -1.9407 -0.9340 0.011 0.007 0.002 0.296
H -4.3193 0.9708 -1.1654 -0.003 0.003 -0.009 0.312
H -3.2275 1.5328 -2.4325 0.008 -0.004 0.004 0.316
H -3.6842 2.6168 -1.1090 0.003 -0.005 0.007 0.366
H -3.3432 0.7299 1.7821 -0.002 0.001 -0.004 0.279
H -2.7659 2.3791 1.5343 0.022 0.002 -0.003 0.318
H -1.6575 1.1355 2.1473 0.006 -0.006 0.003 0.234
H -1.6181 3.9472 -0.8403 0.004 0.001 0.001 0.362
H 0.3528 5.2576 -1.6067 -0.006 0.002 -0.001 0.402
H 2.5244 4.0585 -1.9425 0.006 -0.006 0.002 0.461
H 2.6409 1.6290 -1.3749 0.011 0.011 0.016 0.613
```
Forces are in eV/Å.

Molecular formula: C18H38O
Method: DFT, ωB97M-V/def2-TZVPD

As for the relative energy (zero: lowest compared OMol25 entry of this formula, charge and spin): 2.9 kcal per mole. As for the SMILES: CCCCCCCCCCCCCCCCCCO. For the HOMO energy, the calculation gives -0.3747 Eh. As for the net charge: 0.

The geometry in XYZ format:
```
57
Properties=species:S:1:pos:R:3:forces:R:3:mulliken_charge:R:1
C -0.1354 -2.9738 -0.6546 -0.103 0.140 0.200 -1.333
C -1.2403 -2.4967 0.2802 -0.008 -0.203 -0.289 0.425
C -2.5975 -3.0970 -0.0851 0.056 0.138 0.356 -0.804
C -3.7459 -2.5700 0.7873 -0.189 -0.085 -0.271 -0.806
C -4.5600 -1.4442 0.1446 0.295 0.027 0.224 -1.073
C -3.7396 -0.1978 -0.1800 -0.510 -0.032 -0.033 -0.015
C -4.6240 0.9702 -0.6114 0.320 0.004 -0.188 -1.140
C -3.8490 2.1655 -1.1720 -0.223 0.080 0.253 -0.815
C -2.8590 2.7985 -0.1841 0.100 -0.143 -0.344 -0.809
C -1.4317 2.2781 -0.3512 -0.093 0.254 0.407 0.319
C -0.4864 2.8394 0.7086 0.174 -0.102 -0.322 -0.927
C 0.9437 2.3137 0.5703 -0.250 -0.109 0.187 -0.638
C 1.0655 0.8305 0.9168 0.285 0.186 0.048 -0.049
C 2.5103 0.3315 0.9435 -0.198 0.001 -0.253 -0.939
C 3.1553 0.3110 -0.4415 0.111 -0.221 0.168 -0.663
C 4.4885 -0.4375 -0.4742 0.015 0.339 0.058 -0.724
C 5.5896 0.2655 0.3193 0.211 -0.407 -0.163 -0.258
C 6.9279 -0.4751 0.2479 -0.266 0.141 0.452 -0.669
O 7.5426 -0.4076 -1.0165 0.045 0.000 -0.512 -0.509
H 6.9398 -0.7767 -1.6711 0.084 0.010 0.035 0.320
H 6.7841 -1.5245 0.5476 0.025 0.107 0.059 0.314
H 7.6425 -0.0169 0.9358 -0.071 -0.096 0.007 0.345
H 5.3000 0.3352 1.3679 -0.021 0.058 0.085 0.269
H 5.7291 1.2777 -0.0658 0.014 0.086 0.052 0.279
H 4.7982 -0.5310 -1.5194 0.016 -0.083 -0.029 0.427
H 4.3465 -1.4468 -0.0780 0.009 -0.077 -0.040 0.309
H 3.3137 1.3325 -0.7907 -0.036 0.052 -0.107 0.351
H 2.4683 -0.1761 -1.1386 -0.076 0.064 -0.056 0.303
H 3.0934 0.9624 1.6165 0.042 -0.023 0.109 0.363
H 2.5190 -0.6840 1.3486 0.082 -0.040 0.062 0.359
H 0.5055 0.2350 0.1945 -0.095 -0.099 0.008 -0.171
H 0.6205 0.6645 1.9012 -0.112 -0.031 0.009 0.328
H 1.5939 2.8831 1.2393 0.108 0.021 -0.033 0.319
H 1.2865 2.4845 -0.4516 0.090 0.076 -0.053 0.331
H -0.4737 3.9294 0.6291 -0.063 0.046 0.063 0.349
H -0.8667 2.5876 1.7019 -0.033 0.043 0.081 0.400
H -1.0640 2.5558 -1.3422 0.022 -0.061 -0.084 0.267
H -1.4334 1.1916 -0.2927 0.014 -0.126 -0.093 -0.401
H -3.1978 2.6127 0.8373 -0.027 0.045 0.116 0.389
H -2.8469 3.8817 -0.3268 0.002 0.032 0.088 0.472
H -4.5804 2.9177 -1.4768 0.027 -0.002 -0.098 0.333
H -3.3105 1.8557 -2.0705 0.001 0.015 -0.106 0.416
H -5.2235 1.3000 0.2409 -0.082 -0.007 0.021 0.351
H -5.3171 0.6213 -1.3818 -0.089 -0.028 0.035 0.402
H -3.1696 0.0881 0.7055 0.186 0.010 0.023 0.338
H -3.0405 -0.4266 -0.9860 0.187 0.007 0.002 0.357
H -5.3647 -1.1681 0.8314 -0.090 0.020 -0.044 0.398
H -5.0261 -1.8163 -0.7712 -0.078 0.001 -0.030 0.356
H -4.4337 -3.3893 1.0086 0.018 0.003 0.101 0.329
H -3.3417 -2.2213 1.7404 -0.009 -0.018 0.103 0.423
H -2.5278 -4.1819 0.0233 0.015 -0.032 -0.089 0.444
H -2.8152 -2.8928 -1.1356 -0.007 -0.043 -0.124 0.371
H -0.9906 -2.7780 1.3062 -0.040 0.075 0.068 0.323
H -1.2958 -1.4087 0.2442 -0.014 0.095 0.094 -0.332
H -0.3470 -2.6762 -1.6798 0.020 0.010 -0.132 0.346
H 0.8224 -2.5475 -0.3640 0.160 0.007 -0.041 0.233
H -0.0512 -4.0582 -0.6258 0.050 -0.124 -0.037 0.418
```
Forces are in eV/Å.